No. 1
{
  "formula": "CH2N3O3",
  "method": "ωB97M-V/def2-TZVPD",
  "charge": -1,
  "orbital_gap_ev": 8.8,
  "e_lumo_ha": 0.1553,
  "e_homo_ev": -4.586,
  "elements": ["C", "N", "N", "N", "O", "O", "O", "H", "H"],
  "positions_angstrom": [[-1.500, -2.696, -1.220], [-0.916, -0.191, -0.876], [-0.614, -0.003, 0.311], [-0.202, -1.806, -1.283], [-2.078, -2.819, -0.125], [0.542, -1.963, -0.073], [-1.733, -3.169, -2.369], [-0.216, -1.796, 0.488], [-0.847, 0.955, 0.602]],
  "lowdin_charge": [-0.737, 0.030, -0.021, -0.018, -0.071, -0.154, -0.089, 0.002, 0.056]
}

No. 2
{
  "formula": "CH2N3O3",
  "method": "ωB97M-V/def2-TZVPD",
  "charge": -1,
  "orbital_gap_ev": [7.2, 6.8],
  "e_lumo_ha": [0.1524, 0.1461],
  "s_squared": 2.013,
  "e_homo_ev": [-3.034, -2.783],
  "multiplicity": 3,
  "elements": ["C", "N", "N", "N", "O", "O", "O", "H", "H"],
  "positions_angstrom": [[-2.006, 0.587, 0.174], [1.467, -0.927, -0.966], [-0.294, -0.325, 1.337], [1.705, -0.291, 0.031], [2.644, 0.336, 0.520], [-2.812, 0.726, -0.753], [-1.040, -0.236, 0.141], [-2.010, 1.184, 1.098], [2.346, -1.054, -1.582]],
  "lowdin_charge": [-0.459, -0.005, 0.110, -0.437, -0.179, -0.014, -0.165, 0.116, 0.033]
}

No. 3
{
  "formula": "CH2N3O7P",
  "method": "ωB97M-V/def2-TZVPD",
  "charge": -2,
  "orbital_gap_ev": [6.9, 6.9],
  "e_lumo_ha": [0.2336, 0.2336],
  "e_homo_ev": [-0.578, -0.576],
  "elements": ["C", "N", "N", "N", "O", "O", "O", "O", "O", "O", "O", "P", "H", "H"],
  "positions_angstrom": [[-0.025, 0.722, 0.942], [1.340, 0.530, 0.609], [-0.831, 1.060, -0.327], [-0.613, -0.760, 0.848], [-2.009, 0.622, -0.459], [-1.860, -0.862, 0.490], [1.773, 2.526, 3.356], [-0.196, 1.396, 2.057], [1.525, -0.059, -0.467], [1.723, 2.580, 0.732], [0.096, 3.899, 2.042], [1.009, 2.739, 2.086], [-0.026, 0.769, -1.100], [0.094, -1.113, 0.053]],
  "lowdin_charge": [-0.596, -0.049, -0.049, -0.044, -0.109, -0.168, -0.419, -0.090, -0.136, -0.323, -0.405, 0.090, 0.169, 0.128]
}

No. 4
{
  "formula": "CH2N4",
  "method": "ωB97M-V/def2-TZVPD",
  "charge": 0,
  "orbital_gap_ev": 12.0,
  "e_lumo_ha": 0.0300,
  "e_homo_ev": -11.157,
  "elements": ["C", "H", "H", "N", "N", "N", "N"],
  "positions_angstrom": [[0.290, 0.856, -0.640], [0.637, 1.716, -1.252], [-1.551, -0.994, 0.939], [1.193, -0.012, -0.154], [0.432, -0.974, 0.480], [-0.829, -0.523, 0.473], [-0.914, 0.673, -0.206]],
  "lowdin_charge": [-0.289, 0.115, 0.126, 0.014, 0.016, -0.034, 0.052]
}

No. 5
{
  "formula": "CH2N4O",
  "method": "ωB97M-V/def2-TZVPD",
  "charge": 0,
  "orbital_gap_ev": 10.3,
  "e_lumo_ha": 0.0133,
  "e_homo_ev": -9.980,
  "elements": ["C", "H", "H", "N", "N", "N", "N", "O"],
  "positions_angstrom": [[0.040, -0.045, 0.066], [0.421, -1.659, 1.231], [0.842, -0.030, 1.891], [0.488, -0.639, 1.152], [0.683, 0.884, -0.704], [-0.021, 1.198, -1.669], [-1.225, -0.268, -0.435], [-1.228, 0.559, -1.531]],
  "lowdin_charge": [-0.482, 0.121, 0.116, 0.117, 0.065, 0.035, 0.135, -0.107]
}

No. 6
{
  "formula": "CH2N4O",
  "method": "ωB97M-V/def2-TZVPD",
  "charge": 0,
  "orbital_gap_ev": 9.5,
  "e_lumo_ha": -0.0185,
  "e_homo_ev": -10.015,
  "elements": ["C", "H", "H", "N", "N", "N", "N", "O"],
  "positions_angstrom": [[0.868, 0.057, -0.074], [-2.236, 0.828, -0.205], [-0.159, 2.085, 0.138], [0.036, -1.149, 0.008], [-1.284, -0.858, -0.099], [-1.329, 0.451, 0.259], [-0.151, 1.104, -0.185], [2.035, -0.011, 0.078]],
  "lowdin_charge": [-0.506, 0.170, 0.151, 0.075, 0.030, -0.099, 0.077, 0.103]
}

No. 7
{
  "formula": "CH2N4O2",
  "method": "ωB97M-V/def2-TZVPD",
  "charge": 0,
  "orbital_gap_ev": 9.4,
  "e_lumo_ha": 0.0283,
  "e_homo_ev": -8.668,
  "elements": ["C", "N", "N", "N", "N", "O", "O", "H", "H"],
  "positions_angstrom": [[-2.156, 0.504, 0.011], [1.299, 0.643, -0.235], [1.191, -1.828, 0.613], [0.223, 0.729, -0.752], [0.210, -1.965, 0.083], [-1.686, 1.171, 0.805], [-2.726, -0.259, -0.603], [1.921, 1.428, -0.052], [1.725, -0.423, 0.131]],
  "lowdin_charge": [-0.548, -0.115, 0.000, 0.034, 0.079, 0.166, 0.209, 0.104, 0.072]
}

No. 8
{
  "formula": "CH2N4O2",
  "method": "ωB97M-V/def2-TZVPD",
  "charge": 0,
  "orbital_gap_ev": 10.5,
  "e_lumo_ha": 0.0018,
  "e_homo_ev": -10.472,
  "elements": ["C", "N", "N", "N", "N", "O", "O", "H", "H"],
  "positions_angstrom": [[1.811, 1.520, -0.057], [2.045, 2.631, -0.015], [0.098, -0.346, 0.013], [1.377, 0.190, 0.103], [2.365, -0.856, 0.000], [3.494, -0.442, 0.041], [1.967, -1.990, -0.025], [-0.323, -0.669, 0.867], [-0.511, 0.356, -0.383]],
  "lowdin_charge": [-0.201, 0.177, 0.093, -0.085, -0.389, 0.093, 0.108, 0.100, 0.103]
}

No. 9
{
  "formula": "CH2N4O3",
  "method": "ωB97M-V/def2-TZVPD",
  "charge": 0,
  "orbital_gap_ev": [9.2, 9.2],
  "e_lumo_ha": [-0.0573, -0.0572],
  "e_homo_ev": [-10.780, -10.776],
  "elements": ["C", "N", "N", "N", "N", "O", "O", "O", "H", "H"],
  "positions_angstrom": [[-1.911, -0.746, 0.136], [-2.961, -0.872, 0.529], [-0.608, -0.817, -0.127], [0.246, -0.076, 0.565], [1.576, -0.021, 0.027], [1.745, -0.246, -1.126], [2.383, 0.171, 0.860], [-0.123, 1.476, -0.227], [-0.262, -1.168, -1.071], [-0.086, 2.300, 0.433]],
  "lowdin_charge": [-0.279, 0.189, 0.000, 0.080, -0.457, 0.114, 0.151, -0.116, 0.191, 0.127]
}

No. 10
{
  "formula": "CH2NO2S2",
  "method": "ωB97M-V/def2-TZVPD",
  "charge": -1,
  "orbital_gap_ev": 7.7,
  "e_lumo_ha": 0.1376,
  "e_homo_ev": -3.947,
  "elements": ["C", "N", "O", "O", "S", "S", "H", "H"],
  "positions_angstrom": [[-2.883, 0.874, 0.586], [-1.827, 1.269, 0.370], [0.725, 0.708, -0.873], [2.306, 0.146, 0.965], [0.587, -2.106, 0.282], [1.721, -0.220, -0.309], [0.226, -2.304, -1.049], [-0.854, 1.633, 0.027]],
  "lowdin_charge": [-0.173, 0.009, -0.620, -0.597, 0.171, 0.345, -0.228, 0.093]
}

No. 11
{
  "formula": "CH2NO3P",
  "method": "ωB97M-V/def2-TZVPD",
  "charge": 0,
  "orbital_gap_ev": 10.6,
  "e_lumo_ha": -0.0001,
  "e_homo_ev": -10.570,
  "elements": ["C", "N", "O", "O", "O", "P", "H", "H"],
  "positions_angstrom": [[1.627, -0.882, -0.034], [2.608, -1.049, -0.625], [-2.274, 1.682, 0.902], [-1.166, 0.858, -1.232], [0.830, -0.483, 0.720], [-1.853, 0.294, -0.104], [-2.688, 1.294, 1.630], [2.916, -1.715, -1.258]],
  "lowdin_charge": [-0.427, 0.240, -0.314, -0.445, 0.079, 0.843, -0.047, 0.072]
}

No. 12
{
  "formula": "CH2NO3S",
  "method": "ωB97M-V/def2-TZVPD",
  "charge": -1,
  "orbital_gap_ev": 6.4,
  "e_lumo_ha": 0.1398,
  "e_homo_ev": -2.592,
  "elements": ["C", "N", "O", "O", "O", "S", "H", "H"],
  "positions_angstrom": [[0.464, -0.342, -1.404], [-1.052, 0.233, 0.275], [1.102, -1.177, -0.879], [0.101, 0.368, -2.270], [-0.771, -0.873, 1.078], [0.142, 1.557, 0.616], [0.062, -1.317, 0.630], [-0.048, 1.550, 1.953]],
  "lowdin_charge": [-0.614, -0.536, 0.066, 0.074, -0.339, 0.502, 0.063, -0.214]
}